1.
Entry from OMol25: an isolated ion of composition C2H4BrN2 and charge +1 at a distorted geometry (wB97M-V/def2-TZVPD).

XYZ file:
```
9
Properties=species:S:1:pos:R:3:forces:R:3
C -0.164 1.000 -0.059 -0.8 0.3 -0.3
C 0.440 -1.217 0.016 4.2 -1.0 -0.2
N -0.490 -0.203 -0.214 -2.3 0.1 -0.1
N 0.057 2.125 -0.144 0.3 3.1 0.7
Br -2.352 -0.607 -0.190 0.7 0.2 0.0
H 0.306 -2.065 -0.713 0.2 0.8 1.3
H 1.485 -0.728 -0.084 -1.3 -0.7 -1.0
H 0.624 -1.373 1.074 -1.2 -1.2 0.3
H 0.093 3.069 0.313 0.1 -1.6 -0.6
```
Positions in Å, forces in eV/Å.

Calculated values
Charge: +1
HOMO-LUMO gap (Eh): 0.342
Lowest unoccupied orbital energy (eV): -6.01
SMILES: CN(Br)C#[NH+]
Multiplicity: 1

***

2.
Entry from OMol25: a 2-piece molecular cluster, C2H4BrNO2 overall at a distorted geometry (wB97M-V/def2-TZVPD).

XYZ file:
```
10
Properties=species:S:1:pos:R:3:forces:R:3
C 0.736 -0.942 0.300 0.9 -0.4 0.7
C 0.270 0.114 -0.525 -3.4 0.3 -1.1
N -0.111 1.399 0.053 -0.3 -0.5 -0.1
O -0.049 1.463 1.248 0.3 0.5 1.2
O -0.523 2.233 -0.713 0.1 0.5 -0.4
Br -2.714 -0.827 -0.253 1.7 0.5 -0.3
H 1.850 -0.750 0.593 -1.9 -0.6 -0.2
H 0.536 -1.840 -0.280 0.7 -0.3 0.1
H 0.022 -0.972 1.156 1.1 0.1 0.0
H -0.018 0.123 -1.580 0.7 -0.2 0.1
```
Positions in Å, forces in eV/Å.

Calculated values
HOMO-LUMO gap (alpha / beta) (Eh): 0.213 / 0.213
Lowest unoccupied orbital energy (alpha / beta) (eV): -3.91 / -3.91
Multiplicity: 1

***

3.
Entry from OMol25: a 2-piece molecular cluster, C2H4BrNO2 overall at a distorted geometry (wB97M-V/def2-TZVPD).

XYZ file:
```
10
Properties=species:S:1:pos:R:3:forces:R:3
C -0.032 -1.533 0.167 1.5 0.7 -1.5
C -0.243 -0.037 0.000 -0.3 0.1 -3.6
N 0.054 0.786 1.013 0.5 -0.1 0.4
O -0.020 -2.135 -1.021 -0.4 -0.7 -1.8
O 0.267 -2.129 1.154 -0.4 0.4 0.5
Br -2.297 -0.095 -0.378 0.1 0.3 0.2
H 0.119 0.415 -1.361 -0.7 -1.4 4.2
H -0.248 -1.601 -1.842 0.3 -0.5 2.0
H -0.282 1.675 0.809 -0.3 2.0 0.3
H 0.616 0.672 1.848 -0.3 -0.7 -0.5
```
Positions in Å, forces in eV/Å.

Calculated values
HOMO-LUMO gap (Eh): 0.363
Lowest unoccupied orbital energy (eV): 0.08
Multiplicity: 1

***

4.
Entry from OMol25: C2H4BrNOS as an isolated structure at a distorted geometry (wB97M-V/def2-TZVPD).

XYZ file:
```
10
Properties=species:S:1:pos:R:3:forces:R:3
C 0.412 0.768 -0.278 -0.6 -5.1 -2.2
C -0.518 -0.947 -0.109 1.8 1.2 -1.2
N -0.222 1.673 0.434 -0.6 -0.8 -0.6
O 1.305 0.699 -1.096 -1.3 1.3 1.7
S 0.860 -2.189 -0.119 -0.7 1.0 -0.2
Br -1.637 -1.123 1.443 0.1 0.2 -0.3
H -1.066 -1.185 -1.071 0.2 0.8 1.4
H -0.686 1.336 1.226 -1.4 -1.2 0.9
H 0.250 2.433 0.747 2.1 3.3 0.3
H 1.302 -1.465 -1.177 0.4 -0.5 0.2
```
Positions in Å, forces in eV/Å.

Calculated values
HOMO-LUMO gap (Eh): 0.347
Lowest unoccupied orbital energy (eV): 0.59
Multiplicity: 1

***

5.
Entry from OMol25: C2H4BrNS as an isolated structure at a distorted geometry (wB97M-V/def2-TZVPD).

XYZ file:
```
9
Properties=species:S:1:pos:R:3:forces:R:3
C 0.216 -0.852 0.482 2.6 -3.3 -0.9
C -0.461 1.483 -0.567 0.1 0.1 2.1
N 0.782 -1.356 -0.495 -0.8 -0.5 1.3
S -0.307 0.594 1.120 0.1 1.0 -0.5
Br 0.288 -2.331 2.572 -0.2 1.1 -1.4
H 0.170 1.018 -1.289 0.6 0.0 -0.3
H -0.406 2.570 -0.451 0.4 -0.4 0.1
H -1.458 1.211 -0.683 -1.8 -0.1 -1.2
H 1.174 -2.337 -0.688 -1.1 2.2 0.9
```
Positions in Å, forces in eV/Å.

Calculated values
HOMO-LUMO gap (alpha / beta) (Eh): 0.310 / 0.310
Lowest unoccupied orbital energy (alpha / beta) (eV): -0.82 / -0.82
Multiplicity: 1

***

6.
Entry from OMol25: one molecule with the formula C2H4BrOP at a distorted geometry (wB97M-V/def2-TZVPD).

XYZ file:
```
9
Properties=species:S:1:pos:R:3:forces:R:3
C -0.603 -0.853 1.079 -1.7 1.2 -2.3
C 0.102 -0.504 -0.172 0.0 3.0 0.2
O 2.029 2.273 -2.151 0.4 0.0 -1.0
P 1.361 2.196 -0.867 -0.1 -0.7 1.5
Br -0.774 0.987 -1.099 -0.7 -0.7 -0.3
H -1.498 -1.388 0.844 -0.7 -1.1 -0.2
H -1.005 -0.065 1.660 0.3 1.3 0.6
H 0.050 -1.413 1.592 2.1 -2.2 2.4
H 0.337 -1.233 -0.886 0.4 -0.8 -0.9
```
Positions in Å, forces in eV/Å.

Calculated values
HOMO-LUMO gap (alpha / beta) (Eh): 0.226 / 0.295
Lowest unoccupied orbital energy (alpha / beta) (eV): -0.91 / -0.35
Multiplicity: 1

***

7.
Entry from OMol25: C2H4Cl2O as an isolated structure at a distorted geometry (wB97M-V/def2-TZVPD).

XYZ file:
```
9
Properties=species:S:1:pos:R:3:forces:R:3
C -0.095 1.462 -0.342 -0.5 0.2 2.0
C 0.140 -0.005 -0.030 3.0 -2.1 -1.3
H 0.791 1.682 1.691 0.7 1.9 -5.6
H -1.277 1.693 0.124 3.5 0.0 -2.0
H 0.225 1.666 -1.454 -1.2 -0.1 2.3
H 1.258 -0.171 0.164 -1.7 0.4 -0.8
O 0.992 2.082 0.511 -2.8 -1.8 4.0
Cl -0.035 -1.149 -1.643 -0.4 1.3 2.1
Cl -0.506 -0.632 1.502 -0.6 0.2 -0.8
```
Positions in Å, forces in eV/Å.

Calculated values
HOMO-LUMO gap (Eh): 0.409
Lowest unoccupied orbital energy (eV): 0.29
Multiplicity: 1

***

8.
Entry from OMol25: one molecule with the formula C2H4Cl2O2Si at a distorted geometry (wB97M-V/def2-TZVPD).

XYZ file:
```
11
Properties=species:S:1:pos:R:3:forces:R:3
C 0.584 0.764 0.562 -0.5 0.0 0.5
C -0.757 0.633 -0.128 0.3 1.1 -1.4
O 1.248 -0.448 0.548 -1.1 1.4 -0.8
O 1.039 1.736 1.094 0.1 -0.2 -0.3
Si 2.823 -0.588 0.992 -1.9 -0.9 1.9
Cl 2.685 -0.461 3.043 0.6 -0.1 -0.2
Cl 4.016 0.719 0.207 1.3 1.2 -0.8
H -1.298 -0.160 0.371 -0.3 -0.1 -0.1
H -0.447 0.284 -1.144 -0.7 0.0 0.6
H -1.370 1.602 -0.279 1.2 -1.6 0.7
H 2.943 -1.921 0.535 0.9 -1.0 -0.2
```
Positions in Å, forces in eV/Å.

Calculated values
HOMO-LUMO gap (Eh): 0.417
Lowest unoccupied orbital energy (eV): 0.65
SMILES: CC(=O)O[SiH](Cl)Cl
Multiplicity: 1

***

9.
Entry from OMol25: one molecule with the formula C2H4ClFN2O at a distorted geometry (wB97M-V/def2-TZVPD).

XYZ file:
```
11
Properties=species:S:1:pos:R:3:forces:R:3
C -0.020 0.296 -0.517 0.8 -0.9 0.6
C -0.182 1.048 0.791 0.8 1.2 -1.3
H -0.616 -1.864 0.999 -0.1 -0.6 0.7
H 0.501 -1.471 -1.300 0.0 -0.3 0.1
H 0.246 0.294 -2.325 0.2 0.0 -0.8
H -0.226 2.121 0.511 0.0 -0.6 0.3
N -0.037 -1.112 -0.525 -0.2 1.0 -0.8
N 0.156 0.959 -1.573 -0.4 0.5 0.2
O 0.270 -1.798 0.641 -0.2 0.2 0.3
F -1.289 0.705 1.442 -1.4 -0.6 0.6
Cl 1.197 0.823 1.856 0.4 0.1 0.2
```
Positions in Å, forces in eV/Å.

Calculated values
HOMO-LUMO gap (Eh): 0.387
Lowest unoccupied orbital energy (eV): 0.80
SMILES: [H]/N=C(\NO)[C@@H](F)Cl
Multiplicity: 1

***

10.
Entry from OMol25: one molecule with the formula C2H4ClFS at a distorted geometry (wB97M-V/def2-TZVPD).

XYZ file:
```
9
Properties=species:S:1:pos:R:3:forces:R:3
C -0.677 0.586 0.613 0.1 -0.1 0.7
C 0.477 -0.346 0.660 0.7 0.0 1.7
H -2.589 -0.341 -0.370 -0.1 -0.4 0.2
H -0.248 1.476 1.076 -0.9 0.5 -0.4
H -1.317 0.086 1.303 -0.3 0.1 1.4
H 0.696 -0.318 1.770 0.4 -0.3 -1.1
F 0.112 -1.588 0.334 -0.3 -1.3 -0.4
S -1.863 0.715 -0.694 0.3 1.1 -1.7
Cl 1.969 0.030 -0.195 0.0 0.4 -0.3
```
Positions in Å, forces in eV/Å.

Calculated values
HOMO-LUMO gap (Eh): 0.376
Lowest unoccupied orbital energy (eV): 0.68
SMILES: F[C@@H](Cl)CS
Multiplicity: 1

***

Calculated E_tot, -2761.7659 -2857.6386 -2857.8043 -3180.7585 -3105.4935 -3069.0948 -1074.1180 -1439.1156 -823.3442 -1036.8201 a.u. (same order as the records).